(1)
Below is a 2-piece molecular cluster, C5H11O3 overall in a non-equilibrium geometry, with properties calculated with ωB97M-V/def2-TZVPD.

The LUMO energy comes out at 3.823 eV. The net charge is -1. As for the maximum force: 1.48 eV/Å. The frontier orbital gap comes out at 8.170 eV. The molar mass is 119.14 g mol⁻¹. Its total energy is -11507.4844 eV.

Each line ends with the Mulliken charge.
Atoms and positions in Å:
C: 0.688 2.198 -2.289  -0.8552
C: -0.693 1.522 -2.162  0.4714
O: -0.800 0.587 -1.320  -0.6594
O: -1.599 1.977 -2.890  -0.7541
H: 1.115 2.259 -1.289  0.2552
H: 0.558 3.225 -2.608  0.3098
H: 1.327 1.648 -2.976  0.1896
C: 0.286 -1.485 1.045  0.5186
C: 0.665 -0.648 2.297  -1.4149
C: -1.238 -1.470 0.915  -1.1291
O: 1.013 -1.116 -0.093  -0.5794
H: 0.602 -2.502 1.269  0.2336
H: 0.660 -1.364 3.119  0.3786
H: -1.666 -1.169 1.870  0.3540
H: -1.676 -0.701 0.277  0.2986
H: -1.613 -2.462 0.655  0.2654
H: 0.565 -0.415 -0.585  0.4432
H: 0.085 0.253 2.464  0.3217
H: 1.721 -0.337 2.301  0.3524

=====

(2)
Below is a 2-piece molecular cluster, C9H14 overall in a non-equilibrium geometry, with properties calculated with ωB97M-V/def2-TZVPD.

The LUMO energy comes out at 0.975 eV. As for the maximum force: 3.38 eV/Å. The frontier orbital gap comes out at 9.965 eV. The molar mass is 122.21 g mol⁻¹. Its total energy is -9558.8462 eV.

Each line ends with the Mulliken charge.
Atoms and positions in Å:
C: -0.524 2.127 -0.422  -1.2969
C: -2.377 -1.277 0.092  -0.5852
C: -2.206 -1.713 -1.200  -0.3304
C: -1.992 0.065 0.312  -0.2566
C: -1.127 0.722 -0.512  0.4938
C: -1.329 -1.112 -2.096  -0.4472
C: -0.717 0.055 -1.709  -0.3060
H: -2.854 -1.861 0.829  0.4593
H: -2.782 -2.622 -1.375  0.2992
H: -2.378 0.537 1.212  0.3410
H: -1.077 -1.490 -3.102  0.3416
H: -0.854 2.856 0.396  0.3065
H: -0.844 2.622 -1.329  0.3885
H: -0.272 0.598 -2.536  0.3200
H: 0.556 2.125 -0.259  0.2535
C: 1.891 -0.297 1.599  -0.3423
C: 3.364 -0.075 1.363  -0.9039
H: 1.119 0.160 1.003  -0.2096
H: 1.652 -1.394 1.432  0.2626
H: 1.524 -0.142 2.626  0.3514
H: 3.955 -0.956 1.172  0.3032
H: 3.827 0.594 2.105  0.2575
H: 3.443 0.477 0.398  0.3000

=====

(3)
Below is C25H35As2N4O11Os as an isolated structure in a non-equilibrium geometry, with properties calculated with ωB97M-V/def2-TZVPD.

The LUMO energy (alpha / beta) comes out at -8.800 / -11.825 eV. The net charge is +3. As for the maximum force: 2.06 eV/Å. The frontier orbital gap (alpha / beta) comes out at 7.270 / 4.238 eV. The expectation value of S² is 6.021. The molar mass is 907.65 g mol⁻¹. Its total energy is -179089.2833 eV. The spin multiplicity is 5.

Each line ends with the Mulliken charge.
Atoms and positions in Å:
Os: 0.243 0.300 0.057  1.8764
N: 0.188 0.285 2.472  -0.3634
N: 0.493 1.659 2.670  -0.2731
C: -0.088 2.558 1.774  0.4570
O: -0.124 3.729 1.918  -0.4608
O: -0.560 1.908 0.653  -0.7946
H: -0.698 0.045 2.911  0.3064
H: 0.948 -0.261 2.879  0.2158
H: 0.546 1.987 3.629  0.2976
C: 2.904 -0.724 4.574  -0.8467
O: 2.944 -0.303 3.178  -0.3954
C: 3.458 0.930 2.996  0.0737
O: 3.620 1.739 3.856  -0.4672
C: 3.834 1.158 1.558  0.1578
C: 5.116 1.311 1.221  0.6284
As: 5.759 1.630 -0.593  0.0790
C: 7.516 0.813 -0.631  -1.2504
C: 4.663 0.286 -1.460  -0.2384
C: 3.350 0.163 -1.178  0.7650
As: 2.522 1.256 0.156  0.6254
C: 2.550 3.101 -0.446  -1.2658
C: 2.527 -0.830 -1.863  0.3598
O: 2.763 -1.486 -2.811  -0.4791
O: 1.229 -1.071 -1.194  -0.5286
C: 0.497 -2.184 -1.829  -0.5090
C: 5.370 -0.268 -2.679  0.3165
O: 5.541 0.552 -3.538  -0.4985
O: 5.806 -1.504 -2.748  -0.3342
C: 5.699 -2.427 -1.651  -0.5558
C: 6.177 1.218 2.298  0.2395
O: 6.179 0.327 3.100  -0.5172
O: 7.047 2.197 2.171  -0.3401
C: 8.118 2.239 3.164  -0.7549
H: 2.406 -1.688 4.577  0.2644
H: 2.374 0.006 5.180  0.3762
H: 3.924 -0.827 4.937  0.3521
H: 8.200 1.528 -0.179  0.4079
H: 7.779 0.678 -1.680  0.4784
H: 7.547 -0.134 -0.095  0.4052
H: 3.289 3.214 -1.237  0.5078
H: 2.801 3.729 0.408  0.4426
H: 1.561 3.365 -0.814  0.4991
H: -0.357 -2.379 -1.191  0.0230
H: 1.158 -3.043 -1.874  0.3855
H: 0.196 -1.883 -2.828  0.3403
H: 4.991 -3.203 -1.929  0.2511
H: 5.387 -1.933 -0.730  0.2705
H: 6.683 -2.864 -1.511  0.3164
H: 8.826 2.968 2.788  0.2816
H: 8.568 1.256 3.260  0.3427
H: 7.700 2.558 4.115  0.3401
C: -4.846 -4.960 2.733  -1.0015
C: -5.762 -4.464 1.586  -0.5998
N: -5.060 -3.634 0.650  0.3235
C: -4.770 -4.114 -0.675  -0.3987
C: -3.711 -5.236 -0.655  -1.1020
C: -4.720 -2.219 1.119  -0.0670
O: -5.197 -1.859 2.127  -0.3413
C: -3.882 -1.388 0.183  -0.3332
C: -4.548 -0.529 -0.694  0.1118
C: -3.815 0.382 -1.432  -1.0388
C: -2.449 0.447 -1.237  -0.1104
N: -1.805 -0.351 -0.367  -0.1271
C: -2.514 -1.274 0.313  -0.0577
H: -5.462 -5.592 3.370  0.3788
H: -4.477 -4.123 3.319  0.3483
H: -4.024 -5.557 2.344  0.3200
H: -6.552 -3.851 2.031  0.3754
H: -6.187 -5.301 1.037  0.4474
H: -4.443 -3.281 -1.293  0.3660
H: -5.701 -4.527 -1.076  0.3893
H: -2.767 -4.877 -0.244  0.3244
H: -3.554 -5.555 -1.684  0.3881
H: -4.055 -6.092 -0.080  0.3835
H: -5.627 -0.563 -0.783  0.5618
H: -4.292 1.060 -2.126  0.4939
H: -1.853 1.182 -1.762  0.5224
H: -1.958 -1.891 1.009  0.6328

=====

(4)
Below is a 5-piece molecular cluster, C23H43BrIO14 overall in a non-equilibrium geometry, with properties calculated with ωB97M-V/def2-TZVPD.

The LUMO energy comes out at 2.126 eV. The net charge is -1. As for the maximum force: 9.11 eV/Å. The frontier orbital gap comes out at 4.951 eV. The molar mass is 750.39 g mol⁻¹. Its total energy is -131349.6614 eV.

Each line ends with the Mulliken charge.
Atoms and positions in Å:
C: -1.485 3.564 -2.969  -0.5902
C: -0.100 3.467 -2.101  -0.4949
C: 0.401 1.911 -1.791  -0.4276
I: 1.436 1.967 0.125  -0.0483
C: -0.753 0.781 -1.977  0.1486
C: -0.195 -0.233 -3.186  -1.0464
C: -0.239 0.444 -4.677  -0.2713
C: -1.532 -0.109 -5.527  -0.4980
C: -2.373 1.045 -6.336  -0.1455
O: -2.422 0.833 -7.796  -0.3732
C: -3.155 2.029 -8.329  -0.5402
C: -0.941 -0.218 -0.698  -0.2781
C: -1.867 0.433 0.534  0.1479
O: -2.701 1.412 0.163  -0.4919
Br: -1.731 -0.281 2.441  -0.2091
H: -2.400 2.971 -2.498  0.1461
H: -1.349 3.335 -4.131  0.0152
H: -1.820 4.709 -2.930  0.3481
H: -0.184 4.073 -1.076  0.3571
H: 0.764 3.989 -2.727  0.2018
H: 1.233 1.695 -2.620  0.3992
H: -0.945 -1.157 -3.212  0.2386
H: 0.908 -0.548 -2.917  0.2208
H: 0.729 0.040 -5.247  0.2538
H: -0.125 1.608 -4.648  0.1962
H: -1.116 -0.865 -6.351  0.2338
H: -2.299 -0.728 -4.885  0.2585
H: -3.457 1.093 -5.842  0.2245
H: -1.890 2.122 -6.154  0.0654
H: -2.652 3.034 -7.994  0.2374
H: -3.208 2.047 -9.502  0.2345
H: -4.225 1.976 -7.814  0.2276
H: 0.049 -0.722 -0.302  0.3088
H: -1.607 -1.129 -1.092  0.1072
C: -5.794 -5.412 -1.301  -0.5205
O: -5.090 -4.172 -1.312  -0.2890
C: -5.212 -3.451 -0.168  0.7728
O: -5.851 -3.777 0.820  -0.5804
O: -4.499 -2.306 -0.315  -0.2325
C: -4.536 -1.443 0.820  -0.3203
H: -5.627 -5.904 -2.264  0.2270
H: -5.413 -6.066 -0.510  0.1795
H: -6.870 -5.245 -1.183  0.2804
H: -4.105 -1.938 1.696  0.2818
H: -5.561 -1.117 1.024  0.3099
H: -3.933 -0.559 0.592  -0.0787
C: -2.975 -6.418 1.687  -0.6705
O: -3.146 -7.815 1.457  -0.3057
C: -1.996 -8.482 1.189  0.7545
O: -0.879 -7.992 1.134  -0.5357
O: -2.303 -9.789 0.993  -0.3090
C: -1.180 -10.618 0.699  -0.6137
H: -3.958 -5.986 1.892  0.1990
H: -2.335 -6.245 2.559  0.3861
H: -2.562 -5.928 0.799  0.2960
H: -0.468 -10.614 1.531  0.2865
H: -0.695 -10.296 -0.228  0.2872
H: -1.542 -11.641 0.561  0.2159
C: 5.589 7.488 2.511  -0.6654
O: 5.300 6.227 3.113  -0.2363
C: 4.239 5.579 2.569  0.6257
O: 3.549 5.981 1.645  -0.5527
O: 4.079 4.405 3.231  -0.3529
C: 2.991 3.611 2.762  -0.7978
H: 6.454 7.917 3.024  0.2160
H: 5.843 7.361 1.454  0.2846
H: 4.744 8.174 2.628  0.2988
H: 3.141 3.330 1.715  0.0921
H: 2.042 4.142 2.889  0.3824
H: 2.956 2.697 3.362  0.3583
C: 7.376 0.691 7.596  -0.6199
O: 6.527 1.302 6.625  -0.3025
C: 6.408 2.647 6.755  0.7050
O: 6.952 3.337 7.604  -0.5551
O: 5.580 3.093 5.777  -0.1616
C: 5.361 4.502 5.790  -0.2434
H: 7.397 -0.384 7.397  0.2191
H: 8.397 1.077 7.513  0.2797
H: 6.982 0.847 8.605  0.2828
H: 6.302 5.040 5.635  0.2783
H: 4.887 4.810 6.727  0.3467
H: 4.685 4.747 4.966  -0.0588

=====

(5)
Below is a 11-piece molecular cluster, C33H66O11 overall in a non-equilibrium geometry, with properties calculated with ωB97M-V/def2-TZVPD.

The LUMO energy comes out at -0.025 eV. As for the maximum force: 4.69 eV/Å. The frontier orbital gap comes out at 9.250 eV. The molar mass is 638.88 g mol⁻¹. Its total energy is -57808.7627 eV.

Each line ends with the Mulliken charge.
Atoms and positions in Å:
C: 0.889 -5.928 -1.817  -0.8983
C: 0.433 -7.016 -0.778  0.7289
O: -0.347 -7.803 -1.224  -0.5315
C: 1.137 -7.212 0.527  -1.0566
H: -0.057 -5.418 -1.995  0.2593
H: 1.132 -6.316 -2.806  0.3201
H: 1.655 -5.260 -1.423  0.2625
H: 2.149 -7.602 0.415  0.2922
H: 0.666 -8.072 1.002  0.3255
H: 1.204 -6.287 1.099  0.2982
C: -5.743 -4.699 0.852  -1.0367
C: -5.123 -4.642 2.268  0.7824
O: -4.376 -3.734 2.760  -0.5700
C: -5.294 -5.886 3.141  -1.0024
H: -5.034 -4.927 0.056  0.2831
H: -6.259 -3.802 0.507  0.3138
H: -6.466 -5.487 0.640  0.3242
H: -4.685 -6.733 2.824  0.2803
H: -6.314 -6.250 3.024  0.3170
H: -4.998 -5.780 4.185  0.3064
C: 0.593 0.358 -0.484  -0.9296
C: 0.044 0.371 0.932  0.7500
O: -0.449 1.323 1.497  -0.6031
C: 0.190 -0.849 1.672  -0.9132
H: -0.206 0.925 -0.962  0.2933
H: 0.841 -0.646 -0.827  0.2895
H: 1.498 0.965 -0.477  0.2838
H: 1.070 -1.078 2.274  0.2628
H: 0.310 -1.689 0.987  0.2893
H: -0.720 -1.052 2.237  0.2748
C: -5.993 0.567 6.277  -0.9876
C: -5.091 1.812 6.515  0.7857
O: -5.319 2.590 7.459  -0.5637
C: -3.952 1.994 5.452  -1.0236
H: -6.611 0.811 5.413  0.2908
H: -6.653 0.271 7.092  0.3022
H: -5.360 -0.247 5.922  0.3001
H: -3.523 2.905 5.870  0.3037
H: -4.324 2.252 4.460  0.3021
H: -3.205 1.203 5.383  0.2933
C: 5.643 0.596 3.713  -0.9406
C: 6.274 1.412 2.625  0.7124
O: 5.629 1.779 1.664  -0.5490
C: 7.800 1.627 2.645  -1.0299
H: 4.561 0.710 3.779  0.2702
H: 6.138 1.076 4.557  0.3167
H: 5.844 -0.474 3.658  0.2782
H: 8.102 2.399 3.352  0.2903
H: 8.283 1.712 1.671  0.3272
H: 8.248 0.668 2.907  0.3216
C: -5.462 1.685 -0.667  -0.9465
C: -6.833 2.045 -1.164  0.7580
O: -7.868 1.575 -0.667  -0.5716
C: -7.023 2.978 -2.321  -0.9649
H: -4.906 2.577 -0.378  0.3020
H: -4.884 1.146 -1.418  0.2467
H: -5.592 0.964 0.141  0.2942
H: -7.872 3.657 -2.236  0.3306
H: -7.301 2.311 -3.137  0.2675
H: -6.167 3.572 -2.639  0.2852
C: 5.506 -1.031 -3.340  -0.9492
C: 6.820 -1.341 -4.099  0.7235
O: 6.634 -1.784 -5.231  -0.5507
C: 8.182 -0.881 -3.592  -0.9777
H: 4.657 -1.058 -4.023  0.3091
H: 5.610 -0.076 -2.825  0.2962
H: 5.299 -1.808 -2.604  0.2641
H: 8.465 0.098 -3.978  0.2511
H: 9.009 -1.578 -3.734  0.3337
H: 8.172 -0.850 -2.502  0.3020
C: -0.852 -1.318 -5.338  -0.8874
C: -2.290 -1.154 -5.042  0.7104
O: -2.809 -1.723 -4.079  -0.5945
C: -3.148 -0.401 -6.041  -0.9447
H: -0.275 -0.433 -5.069  0.2784
H: -0.760 -1.714 -6.349  0.3307
H: -0.538 -2.091 -4.637  0.2260
H: -4.002 -0.036 -5.470  0.2731
H: -3.423 -1.195 -6.734  0.2851
H: -2.676 0.487 -6.461  0.3215
C: -0.543 -3.546 7.069  -1.0125
C: -1.001 -2.126 7.320  0.8005
O: -2.103 -1.964 7.892  -0.5691
C: -0.021 -0.975 7.029  -0.9406
H: -0.931 -4.319 7.733  0.3312
H: 0.547 -3.538 7.041  0.3098
H: -0.795 -3.850 6.053  0.2532
H: -0.404 0.011 7.293  0.2708
H: 0.084 -1.076 5.949  0.1950
H: 0.931 -1.185 7.516  0.3644
C: 4.697 4.701 -2.889  -0.8916
C: 6.179 4.940 -2.958  0.7833
O: 6.903 4.124 -3.505  -0.5763
C: 6.627 6.367 -2.623  -1.1064
H: 4.305 4.222 -1.992  0.2690
H: 4.541 4.157 -3.820  0.2731
H: 4.288 5.702 -3.026  0.2898
H: 6.062 7.131 -3.156  0.3405
H: 7.691 6.450 -2.848  0.3005
H: 6.571 6.451 -1.538  0.3195
C: -1.232 5.985 -3.488  -1.0699
C: -0.658 5.517 -4.778  0.6888
O: 0.088 4.626 -4.898  -0.5098
C: -1.215 6.219 -6.003  -1.0149
H: -2.285 6.237 -3.617  0.3341
H: -0.714 6.912 -3.243  0.2854
H: -1.287 5.336 -2.614  0.3326
H: -0.579 6.490 -6.845  0.3474
H: -1.502 7.220 -5.682  0.3300
H: -2.147 5.716 -6.260  0.2741

=====

(6)
Below is an isolated molecule of C3H4OS in a non-equilibrium geometry, with properties calculated with ωB97M-V/def2-TZVPD.

The LUMO energy comes out at 0.345 eV. As for the maximum force: 4.94 eV/Å. The frontier orbital gap comes out at 9.295 eV. The molar mass is 88.13 g mol⁻¹. Its total energy is -16055.9524 eV.

Each line ends with the Mulliken charge.
Atoms and positions in Å:
C: -1.937 0.168 -0.045  -0.5959
C: -0.618 0.164 -0.334  0.0446
C: 2.056 -0.393 0.054  0.1547
H: -2.630 -0.678 0.294  0.2265
H: -2.620 1.115 0.188  0.1943
H: 0.116 1.113 -0.341  0.2435
H: 2.840 -1.144 0.711  0.2611
O: 2.356 0.753 -0.241  -0.4397
S: 0.436 -1.097 -0.287  -0.0893

=====

(7)
Below is an isolated molecule of C2H3BrClN in a non-equilibrium geometry, with properties calculated with ωB97M-V/def2-TZVPD.

The LUMO energy comes out at 0.548 eV. As for the maximum force: 3.27 eV/Å. The frontier orbital gap comes out at 7.785 eV. The molar mass is 156.41 g mol⁻¹. Its total energy is -86174.6632 eV.

Each line ends with the Mulliken charge.
Atoms and positions in Å:
C: -0.157 -0.124 0.385  -0.4939
C: 0.541 1.903 -0.825  0.3836
N: 0.280 0.616 -0.611  -0.2843
Cl: 0.832 2.991 0.551  -0.2025
Br: 1.244 2.535 -2.464  -0.1645
H: -0.136 -0.036 1.403  0.3015
H: -0.549 -1.012 0.113  0.2534
H: 0.189 0.238 -1.572  0.2066

=====

(8)
Below is an isolated molecule of C17H18O5, with properties calculated with ωB97M-V/def2-TZVPD.

The LUMO energy comes out at 0.621 eV. As for the maximum force: 0.72 eV/Å. The frontier orbital gap comes out at 8.705 eV. The molar mass is 302.33 g mol⁻¹. Its total energy is -28157.2700 eV.

Each line ends with the Mulliken charge.
Atoms and positions in Å:
C: -0.406 -2.425 1.270  -0.7889
H: -0.629 -2.023 2.263  0.3366
O: 0.904 -2.115 0.863  -0.4883
C: 1.226 -0.802 0.623  1.2638
C: 0.334 0.235 0.872  -0.3558
C: 0.671 1.551 0.588  -1.1521
C: 1.936 1.853 0.090  -0.8487
C: 2.842 0.837 -0.150  0.7680
C: 2.497 -0.512 0.102  0.6569
O: 3.488 -1.384 -0.205  -0.4586
C: 3.372 -2.765 0.052  -0.7778
H: 2.575 -3.222 -0.538  0.2685
H: 3.197 -2.966 1.111  0.2808
H: 4.332 -3.186 -0.245  0.2830
O: 4.096 1.018 -0.639  -0.4351
C: 4.529 2.335 -0.887  -0.9192
H: 5.555 2.242 -1.240  0.2291
H: 4.511 2.943 0.022  0.3700
H: 3.924 2.819 -1.660  0.3627
H: 2.175 2.886 -0.096  0.4921
C: -0.252 2.681 0.847  0.4236
O: 0.124 3.775 1.178  -0.5816
O: -1.587 2.457 0.747  -0.4211
C: -2.118 1.442 -0.017  -0.0372
C: -3.199 0.742 0.505  -0.3672
C: -3.805 -0.267 -0.229  0.9038
C: -3.314 -0.562 -1.496  -0.5793
C: -2.251 0.150 -2.023  -0.7377
C: -1.648 1.158 -1.293  -0.0580
H: -0.822 1.720 -1.701  0.5060
H: -1.887 -0.079 -3.013  0.4257
H: -3.773 -1.350 -2.075  0.4083
C: -4.978 -1.016 0.327  -1.6217
H: -4.931 -2.068 0.052  0.3947
H: -5.016 -0.933 1.410  0.3590
H: -5.903 -0.606 -0.078  0.3405
H: -3.554 0.996 1.492  0.4114
H: -0.623 0.016 1.312  0.6030
H: -0.443 -3.513 1.310  0.2796
H: -1.150 -2.062 0.552  0.2613